Computed, not measured: an isolated ion of composition C8H8BrN2 and charge +1 in a non-equilibrium geometry, with wB97M-V/def2-TZVPD.

Last column: natural (NBO) charge in e.
CARTESIAN COORDINATES (ANGSTROEM)
C  -1.016  0.969  -0.476  -0.27
C  1.252  1.565  0.652  -0.21
C  2.512  -1.284  1.053  0.20
C  0.300  0.712  0.042  -0.08
C  -1.706  -0.256  -0.594  0.25
C  0.371  -0.695  0.220  0.25
C  2.535  1.140  0.770  -0.28
C  -3.019  -0.442  -1.205  -0.68
N  1.289  -1.305  0.899  -0.31
N  -0.860  -1.237  -0.129  -0.48
Br  3.487  -0.023  -0.483  0.39
H  -1.344  1.899  -0.835  0.24
H  1.039  2.500  1.166  0.27
H  3.162  -1.693  1.780  0.26
H  3.206  1.545  1.559  0.26
H  -3.190  -1.419  -1.685  0.25
H  -3.218  0.395  -1.893  0.26
H  -3.803  -0.156  -0.557  0.26
H  -0.997  -2.215  -0.284  0.43

net charge	+1
frontier orbital gap	7.6	eV
DFT total energy	-2992.79816	Eh